Entry 1:
{"formula": "C28H37Cl3FeN3O5SSi2", "method": "the ωB97M-V functional and the def2-TZVPD basis", "symbols": ["Fe", "O", "C", "O", "C", "C", "C", "N", "C", "C", "C", "C", "C", "C", "C", "N", "C", "C", "C", "C", "C", "N", "H", "H", "H", "H", "H", "H", "H", "H", "H", "H", "Cl", "Si", "Cl", "Cl", "C", "C", "C", "C", "O", "Si", "S", "O", "C", "C", "C", "C", "O", "C", "C", "C", "C", "H", "H", "H", "H", "H", "H", "H", "H", "H", "H", "H", "H", "H", "H", "H", "H", "H", "H", "H", "H", "H", "H", "H", "H", "H", "H", "H"], "xyz": [[-0.084, 0.506, -0.215], [-2.423, 0.305, 6.237], [-1.249, 0.028, 5.944], [-0.231, -0.145, 6.634], [-0.997, -0.091, 4.424], [-2.043, 0.047, 3.527], [-1.772, 0.036, 2.172], [-0.528, -0.100, 1.713], [0.490, -0.283, 2.567], [0.292, -0.289, 3.932], [1.795, -0.453, 1.892], [2.955, -0.793, 2.570], [4.127, -0.940, 1.852], [4.118, -0.744, 0.482], [2.923, -0.404, -0.123], [1.785, -0.267, 0.562], [-2.777, 0.139, 1.088], [-4.138, 0.097, 1.337], [-5.017, 0.094, 0.264], [-4.506, 0.136, -1.022], [-3.134, 0.197, -1.187], [-2.277, 0.204, -0.165], [-3.029, 0.194, 3.948], [1.083, -0.412, 4.659], [2.940, -0.946, 3.638], [5.044, -1.207, 2.361], [5.016, -0.847, -0.109], [2.865, -0.222, -1.188], [-4.505, 0.046, 2.350], [-6.084, 0.059, 0.435], [-5.149, 0.127, -1.889], [-2.702, 0.242, -2.179], [2.134, 1.153, -3.319], [0.338, 0.265, -2.691], [-1.069, 1.163, -3.947], [0.417, -1.697, -3.379], [1.031, 7.565, -0.071], [1.129, 6.380, -1.019], [2.374, 5.555, -0.732], [1.101, 6.834, -2.469], [-0.067, 5.577, -0.852], [-0.497, 4.492, 0.262], [0.439, 2.621, -0.325], [0.109, 4.865, 1.718], [-0.339, 4.584, 3.067], [-1.367, 5.642, 3.434], [0.905, 4.688, 3.935], [-0.925, 3.188, 3.165], [-2.102, 4.346, 0.309], [-3.131, 4.534, -0.690], [-2.715, 3.862, -1.993], [-4.371, 3.877, -0.116], [-3.347, 6.028, -0.886], [1.883, 8.230, -0.208], [1.016, 7.222, 0.964], [0.116, 8.127, -0.268], [3.265, 6.166, -0.885], [2.425, 4.696, -1.398], [2.374, 5.200, 0.301], [1.959, 7.475, -2.678], [0.188, 7.395, -2.671], [1.134, 5.976, -3.141], [-0.936, 6.639, 3.338], [-1.697, 5.502, 4.465], [-2.237, 5.570, 2.779], [1.348, 5.680, 3.845], [1.644, 3.949, 3.623], [0.654, 4.507, 4.981], [-1.821, 3.088, 2.549], [-1.196, 2.970, 4.199], [-0.183, 2.455, 2.842], [-2.515, 2.803, -1.825], [-1.812, 4.322, -2.393], [-3.504, 3.951, -2.741], [-4.184, 2.816, 0.060], [-5.210, 3.975, -0.805], [-4.639, 4.343, 0.833], [-2.441, 6.493, -1.271], [-3.605, 6.497, 0.064], [-4.158, 6.205, -1.594]], "molar_mass_g_mol": 746.06, "energy_ev": -142900.577, "multiplicity": 6, "e_above_lowest_kj_mol": 14.40, "s_squared": 8.77}

=====

Entry 2:
{"formula": "C11H25CeClNO6P2", "method": "the ωB97M-V functional and the def2-TZVPD basis", "symbols": ["C", "C", "N", "C", "C", "C", "C", "P", "Ce", "P", "C", "O", "O", "H", "H", "H", "C", "C", "H", "H", "H", "H", "C", "C", "H", "H", "H", "H", "H", "H", "H", "H", "H", "H", "H", "H", "H", "H", "H", "H", "H", "H", "O", "Cl", "O", "O", "O"], "xyz": [[-3.074, 2.750, -1.198], [-2.308, 1.778, -0.494], [-0.942, 1.691, -0.733], [-0.396, 2.433, -1.719], [-1.115, 3.398, -2.429], [-2.480, 3.551, -2.165], [-2.965, 0.897, 0.405], [-2.168, -0.298, 1.458], [0.511, 0.180, 0.685], [1.885, 0.632, -1.714], [1.072, 2.277, -2.064], [-3.698, -0.851, -2.123], [-1.221, -0.660, -3.135], [-4.129, 2.842, -0.939], [-0.589, 4.012, -3.167], [-3.070, 4.287, -2.708], [-2.340, 0.375, 3.159], [-3.305, -1.722, 1.447], [1.163, 2.405, -3.157], [1.660, 3.065, -1.557], [-3.751, -0.190, -1.394], [-4.037, 1.096, 0.542], [3.536, 1.178, -1.139], [2.178, 0.043, -3.400], [-0.168, -1.948, -0.577], [-1.206, -1.223, -3.924], [-2.155, -0.721, -2.805], [-4.527, -0.743, -2.616], [1.135, 1.659, 1.559], [-0.157, -1.376, -1.103], [-3.391, 0.324, 3.473], [-1.716, -0.226, 3.835], [-1.987, 1.415, 3.191], [-4.204, -1.518, 2.045], [-3.583, -1.958, 0.411], [-2.771, -2.584, 1.871], [2.828, 0.733, -3.964], [2.652, -0.947, -3.350], [1.197, -0.065, -3.884], [4.109, 1.574, -1.992], [3.431, 1.940, -0.353], [4.056, 0.305, -0.716], [2.765, -3.512, 2.228], [2.529, -2.136, 2.543], [1.901, -1.956, 3.822], [3.697, -1.314, 2.370], [1.498, -1.616, 1.494]], "molar_mass_g_mol": 504.84, "energy_ev": -69607.485, "multiplicity": 2, "s_squared": 0.75}

=====

Repeat the second record exactly.
{"formula": "C11H25CeClNO6P2", "method": "the ωB97M-V functional and the def2-TZVPD basis", "symbols": ["C", "C", "N", "C", "C", "C", "C", "P", "Ce", "P", "C", "O", "O", "H", "H", "H", "C", "C", "H", "H", "H", "H", "C", "C", "H", "H", "H", "H", "H", "H", "H", "H", "H", "H", "H", "H", "H", "H", "H", "H", "H", "H", "O", "Cl", "O", "O", "O"], "xyz": [[-3.074, 2.750, -1.198], [-2.308, 1.778, -0.494], [-0.942, 1.691, -0.733], [-0.396, 2.433, -1.719], [-1.115, 3.398, -2.429], [-2.480, 3.551, -2.165], [-2.965, 0.897, 0.405], [-2.168, -0.298, 1.458], [0.511, 0.180, 0.685], [1.885, 0.632, -1.714], [1.072, 2.277, -2.064], [-3.698, -0.851, -2.123], [-1.221, -0.660, -3.135], [-4.129, 2.842, -0.939], [-0.589, 4.012, -3.167], [-3.070, 4.287, -2.708], [-2.340, 0.375, 3.159], [-3.305, -1.722, 1.447], [1.163, 2.405, -3.157], [1.660, 3.065, -1.557], [-3.751, -0.190, -1.394], [-4.037, 1.096, 0.542], [3.536, 1.178, -1.139], [2.178, 0.043, -3.400], [-0.168, -1.948, -0.577], [-1.206, -1.223, -3.924], [-2.155, -0.721, -2.805], [-4.527, -0.743, -2.616], [1.135, 1.659, 1.559], [-0.157, -1.376, -1.103], [-3.391, 0.324, 3.473], [-1.716, -0.226, 3.835], [-1.987, 1.415, 3.191], [-4.204, -1.518, 2.045], [-3.583, -1.958, 0.411], [-2.771, -2.584, 1.871], [2.828, 0.733, -3.964], [2.652, -0.947, -3.350], [1.197, -0.065, -3.884], [4.109, 1.574, -1.992], [3.431, 1.940, -0.353], [4.056, 0.305, -0.716], [2.765, -3.512, 2.228], [2.529, -2.136, 2.543], [1.901, -1.956, 3.822], [3.697, -1.314, 2.370], [1.498, -1.616, 1.494]], "molar_mass_g_mol": 504.84, "energy_ev": -69607.485, "multiplicity": 2, "s_squared": 0.75}